The following is a quantum chemistry calculation of C50H47As2Cl3GeN4O5Rb as an isolated structure at a distorted geometry, from the Open Molecules 2025 dataset.

Structure (ORCA input):
```
! RIJCOSX wB97M-V def2-TZVPD def2/J DEFGRID3
* xyz 0 2
Rb -0.26115 -0.31665 -0.23693
O 2.08516 -2.63873 3.97503
C 1.59671 -2.25425 2.78437
O 0.42871 -2.02885 2.60183
C 2.65885 -2.15408 1.73204
C 3.92555 -2.69444 1.88994
C 4.81147 -2.59709 0.82439
C 4.41100 -1.95587 -0.33433
C 3.13859 -1.39966 -0.36760
N 2.27684 -1.51073 0.63558
C 2.59796 -0.61269 -1.54360
O 2.63272 -1.10580 -2.69253
O 2.02362 0.46301 -1.25775
H 1.34125 -2.64906 4.59531
H 4.20053 -3.18072 2.81392
H 5.80448 -3.01934 0.90171
H 5.05871 -1.86893 -1.19537
C -0.59640 4.00959 -0.48451
C 0.55763 3.05272 -0.21122
As 1.53741 3.01496 1.51162
C 0.39051 2.00086 2.74111
C -0.79449 1.34335 2.42384
C -1.51333 0.64222 3.38458
C -1.04530 0.57372 4.68631
C 0.15260 1.19650 5.01686
C 0.86522 1.89115 4.05039
C 1.13021 4.83693 2.11264
C 1.68107 5.87588 1.36323
C 1.47100 7.19886 1.72246
C 0.72294 7.50036 2.85260
C 0.18291 6.47334 3.61170
C 0.38093 5.14946 3.24133
As -2.34408 3.44112 0.21570
C -2.54131 4.69879 1.70948
C -2.62926 4.19530 3.00501
C -2.82319 5.04790 4.08489
C -2.92914 6.41477 3.87849
C -2.82963 6.92805 2.59151
C -2.63727 6.07459 1.51583
C -3.53579 4.37878 -1.01765
C -3.14270 5.34428 -1.93855
C -4.08049 5.97591 -2.74557
C -5.42477 5.65229 -2.63920
C -5.82902 4.68998 -1.72391
C -4.88907 4.05762 -0.92525
H -0.72874 4.06821 -1.56673
H -0.36715 5.01169 -0.11966
H 1.36502 3.26469 -0.91767
H 0.31808 2.01666 -0.43951
H -1.20769 1.39636 1.42537
H -2.44751 0.16446 3.11331
H -1.61183 0.03898 5.43857
H 0.53185 1.14568 6.03017
H 1.80000 2.37211 4.32009
H 2.28140 5.64993 0.48731
H 1.89805 7.99469 1.12527
H 0.56048 8.53195 3.13797
H -0.41002 6.69902 4.48829
H -0.06714 4.36060 3.83209
H -2.54384 3.12954 3.17401
H -2.89190 4.64139 5.08689
H -3.08688 7.08168 4.71713
H -2.90497 7.99557 2.42622
H -2.57581 6.48440 0.51370
H -2.10027 5.62058 -2.03431
H -3.75729 6.72341 -3.45890
H -6.15380 6.14444 -3.26975
H -6.87568 4.42725 -1.63750
H -5.21146 3.30089 -0.21691
Cl -1.29918 0.98643 -2.74727
Ge 0.79561 0.17807 -3.36444
Cl 0.36527 -1.05639 -5.17022
Cl 1.77083 1.95602 -4.17651
C -1.83671 -7.04391 -0.84830
N -2.37005 -5.72957 -0.50000
N -1.97072 -4.70734 -1.36599
C -1.73169 -3.54439 -0.64519
O -1.48454 -2.46104 -1.16441
C -1.84326 -3.93406 0.74525
C -2.18525 -5.24141 0.77735
C -2.33738 -6.14000 1.95447
C -2.42926 -4.70531 -2.71387
C -3.60711 -5.35546 -3.06125
C -4.03948 -5.31922 -4.37846
C -3.31631 -4.62021 -5.33410
C -2.14832 -3.96330 -4.97270
C -1.69137 -4.01338 -3.66583
H -2.09307 -7.26397 -1.88131
H -2.30316 -7.79082 -0.21073
H -0.74984 -7.07757 -0.73091
H -1.66103 -3.28335 1.58532
H -2.26921 -5.55644 2.86930
H -1.55045 -6.89622 1.97131
H -3.29878 -6.65408 1.93428
H -4.18262 -5.86913 -2.30222
H -4.95560 -5.82573 -4.65242
H -3.66489 -4.58313 -6.35754
H -1.58288 -3.40327 -5.70516
H -0.78299 -3.50166 -3.38326
N -4.55447 -1.90683 0.77920
C -4.72578 -0.89246 1.71787
C -4.86473 -1.19691 3.07476
C -5.09977 -0.19468 4.00287
C -5.19920 1.13082 3.60142
C -5.05805 1.43546 2.25424
C -4.81838 0.44172 1.31979
H -4.16497 -2.76200 1.14263
H -4.11011 -1.62835 -0.08287
H -4.80329 -2.23146 3.39473
H -5.21102 -0.45410 5.04845
H -5.38177 1.91548 4.32365
H -5.12729 2.46501 1.92638
H -4.70673 0.69883 0.27214
*
```

As for the frontier orbital gap (alpha / beta): 6.82 / 7.11 eV. The maximum force is 0.0270 hartree/bohr.

Mulliken population analysis, charges in e, atoms 1 to 5: 0.536 -0.516 0.124 -0.220 0.223